(1)
Entry from the OMol25 dataset: a gas-phase ion, C3H9N2 (charge +2) at a distorted geometry (ωB97M-V/def2-TZVPD).

Geometry as XYZ:
```
14
Properties=species:S:1:pos:R:3:forces:R:3:mulliken_spin:R:1
C 0.31057 -1.56260 0.06430 2.83 0.08 -0.32 0.00
C -0.36724 -0.26922 0.03207 -0.58 -2.43 3.11 0.39
C 0.05378 0.84448 -0.56123 2.76 1.67 -1.71 0.03
N 1.31210 1.00145 -0.94793 0.35 -0.08 -1.52 0.46
N -1.32511 0.02428 1.09878 -4.64 3.25 -1.33 0.00
H 0.70249 -1.76386 1.08636 -0.47 0.17 -0.05 0.05
H 1.32366 -1.41612 -0.52702 -2.37 -0.98 0.60 0.00
H -0.26741 -2.48289 -0.16303 0.22 0.61 -0.43 0.03
H -0.51543 1.70694 -0.72756 -1.52 1.03 -0.57 0.03
H 1.62131 1.39348 -1.84937 -0.58 0.93 0.53 -0.01
H 2.09804 0.64920 -0.44208 0.46 -1.08 0.42 -0.01
H -0.98393 -0.01167 1.99973 2.12 -0.75 2.85 0.01
H -2.27963 -0.43091 1.25744 1.12 -0.17 -1.19 0.01
H -1.59069 1.09977 1.09877 0.30 -2.25 -0.39 0.00
```
Forces are in eV/Å.

## Properties
Total charge: +2
Multiplicity: 2
Gap between HOMO and LUMO (spin up / spin down), Eh: 0.40225 / 0.33186
Energy above the lowest of the compared OMol25 structures with the same formula, charge and spin, kcal per mole: 43.25
E_HOMO (spin up / spin down), eV: -20.46 / -21.99
Maximum force, hartree/bohr: 0.113
LUMO energy (spin up / spin down), eV: -9.51 / -12.96

=====

(2)
Entry from the OMol25 dataset: 2 unconnected molecules or ions with the total composition C3H9N2O at a distorted geometry (ωB97M-V/def2-TZVPD).

Geometry as XYZ:
```
15
Properties=species:S:1:pos:R:3:forces:R:3:lowdin_charge:R:1
C 0.42273 -1.02869 0.60031 -0.20 -0.94 -0.18 -0.36
C -0.95748 -1.04165 0.46594 1.03 0.31 -0.04 -0.29
N -1.77834 -1.29638 1.63371 -0.50 0.54 0.40 -0.09
N 1.41879 -0.87195 -0.32690 0.22 -0.75 0.23 -0.12
H 0.82118 -1.20558 1.60489 -0.66 -0.20 0.33 0.08
H -1.48334 -0.82731 -0.47954 0.51 -0.17 0.26 0.06
H -2.28623 -2.17934 1.58417 0.10 0.37 -0.10 0.03
H -2.45782 -0.54232 1.84853 0.63 -0.75 -0.31 0.04
H 2.31931 -1.26836 0.05288 -1.36 0.80 -0.26 0.01
H 1.42888 0.62925 -0.23028 0.18 0.60 -0.41 -0.03
C 0.51066 1.94366 -1.38843 -0.33 -0.39 0.27 -0.26
O 1.36142 1.67481 -0.30306 -0.32 0.07 -0.38 -0.23
H -0.56423 1.87655 -1.14696 -0.04 0.38 0.54 0.05
H 0.71707 2.97079 -1.73120 -0.07 -0.39 -0.38 0.05
H 0.52742 1.16652 -2.18405 0.80 0.52 0.03 0.06
```
Forces are in eV/Å.

## Properties
Total charge: -1
Multiplicity: 1
Gap between HOMO and LUMO, Eh: 0.24555
Energy above the lowest of the compared OMol25 structures with the same formula, charge and spin, kcal per mole: 35.74
E_HOMO, eV: -2.27
Maximum force, hartree/bohr: 0.031
LUMO energy, eV: 4.42

=====

(3)
Entry from the OMol25 dataset: 2 unconnected molecules or ions with the total composition C3H9N2O at a distorted geometry (ωB97M-V/def2-TZVPD).

Geometry as XYZ:
```
15
Properties=species:S:1:pos:R:3:forces:R:3:mulliken_spin:R:1
C 2.44307 -0.58217 -1.94048 0.50 -0.16 -0.21 0.00
N 2.61343 -0.11773 -0.78023 -0.58 0.12 0.01 0.00
H 3.00178 -0.15417 -2.77450 0.04 -0.03 0.02 0.00
H 1.82677 -1.45443 -2.17989 -0.26 0.16 0.06 0.00
H 1.95234 -0.58143 -0.14667 0.53 0.04 0.03 0.00
C -1.11054 -0.60719 0.50286 -0.33 0.95 0.11 -0.01
O 0.11602 -1.13078 0.27748 -0.31 -0.47 0.12 0.86
C -1.10431 0.86933 0.90225 -0.07 0.06 -0.23 0.00
N -2.48115 1.34906 0.99727 0.07 -0.28 0.11 0.00
H -1.76147 -0.72923 -0.38254 0.14 -0.25 -0.09 0.06
H -1.64947 -1.18058 1.27674 0.19 -0.28 0.01 0.08
H -0.61769 0.98845 1.86993 0.02 -0.03 0.00 0.00
H -0.51575 1.41516 0.15590 0.15 -0.02 0.07 0.00
H -2.51126 2.27391 1.40192 -0.07 0.04 -0.08 0.00
H -2.90650 1.38254 0.07846 -0.03 0.15 0.06 0.00
```
Forces are in eV/Å.

## Properties
Total charge: 0
Multiplicity: 2
Gap between HOMO and LUMO (spin up / spin down), Eh: 0.39363 / 0.28568
Energy above the lowest of the compared OMol25 structures with the same formula, charge and spin, kcal per mole: 41.05
E_HOMO (spin up / spin down), eV: -9.74 / -9.69
Maximum force, hartree/bohr: 0.020
LUMO energy (spin up / spin down), eV: 0.97 / -1.91

=====

(4)
Entry from the OMol25 dataset: a molecular structure, C3H9N2O at a distorted geometry (ωB97M-V/def2-TZVPD).

Geometry as XYZ:
```
15
Properties=species:S:1:pos:R:3:forces:R:3:lowdin_charge:R:1
C 1.92693 -1.36379 0.51493 -1.79 1.28 0.54 0.17
C 1.32619 0.46971 -0.91949 0.93 -0.14 -2.22 0.00
C -1.55134 0.77025 0.23560 0.73 1.57 2.67 -0.08
N 0.99534 -0.55361 0.07883 0.49 0.58 1.92 -0.23
N -2.68815 0.14637 0.32620 -1.09 -2.41 -1.16 0.11
O -0.21546 -0.39949 0.72260 1.31 -0.77 -1.10 -0.11
H 2.93532 -1.10668 0.14649 -0.63 -0.91 0.07 0.13
H 0.39926 0.92944 -1.27921 0.66 -0.40 -0.09 0.07
H 2.01534 1.28522 -0.62514 -0.53 -0.62 0.73 0.12
H 1.88979 -0.04510 -1.77126 -1.11 0.65 1.01 0.14
H -1.29256 1.09476 -0.75126 0.50 -0.11 -0.16 0.10
H 1.65144 -2.02498 1.37956 0.54 0.62 -1.14 0.14
H -1.35167 1.41091 1.14036 0.00 -0.27 -1.52 0.16
H -2.76670 -0.63299 -0.33903 -0.66 0.72 0.16 0.14
H -3.27372 0.01997 1.14081 0.66 0.21 0.30 0.14
```
Forces are in eV/Å.

## Properties
Total charge: +1
Multiplicity: 1
Gap between HOMO and LUMO, Eh: 0.37313
Energy above the lowest of the compared OMol25 structures with the same formula, charge and spin, kcal per mole: 104.55
E_HOMO, eV: -14.41
Maximum force, hartree/bohr: 0.062
LUMO energy, eV: -4.25

=====

(5)
Entry from the OMol25 dataset: 2 unconnected molecules or ions with the total composition C3H9N2O at a distorted geometry (ωB97M-V/def2-TZVPD).

Geometry as XYZ:
```
15
Properties=species:S:1:pos:R:3:forces:R:3:lowdin_charge:R:1
C -0.37134 1.24093 0.11983 -0.55 0.09 -1.28 -0.12
C -1.56055 -0.71585 0.29641 -0.94 2.06 4.14 -0.18
C 0.50802 0.01264 -0.21427 0.43 0.04 0.71 -0.24
N 1.94127 -0.28520 0.31774 -0.22 -1.13 -3.74 0.24
N -1.68760 0.66696 -0.08609 -2.01 -1.08 -2.33 -0.05
O -0.20465 -1.05639 0.13394 1.51 -0.97 -0.71 -0.06
H -0.31994 1.56985 1.16658 0.47 -0.07 -0.06 0.14
H -0.29652 2.08035 -0.57033 0.57 0.04 0.28 0.13
H -1.67600 -0.56156 1.47679 -0.12 -1.64 -2.13 0.18
H -2.17905 -1.46590 -0.18267 -0.24 0.26 0.13 0.15
H 1.31145 -0.94466 -2.54753 -0.10 0.21 0.25 0.13
H 1.97648 -1.34669 0.23929 0.13 1.47 0.40 0.19
H 2.65997 0.07398 -0.39326 -1.17 -0.37 1.47 0.19
H 2.14212 0.00468 1.24312 0.30 0.50 1.40 0.14
H -2.24366 0.72687 -0.99953 1.93 0.60 1.47 0.17
```
Forces are in eV/Å.

## Properties
Total charge: +1
Multiplicity: 1
Gap between HOMO and LUMO (spin up / spin down), Eh: 0.33324 / 0.31629
Energy above the lowest of the compared OMol25 structures with the same formula, charge and spin, kcal per mole: 159.32
E_HOMO (spin up / spin down), eV: -13.62 / -13.13
Maximum force, hartree/bohr: 0.092
LUMO energy (spin up / spin down), eV: -4.55 / -4.53

=====

(6)
Entry from the OMol25 dataset: 2 unconnected molecules or ions with the total composition C3H9N2O at a distorted geometry (ωB97M-V/def2-TZVPD).

Geometry as XYZ:
```
15
Properties=species:S:1:pos:R:3:forces:R:3:lowdin_charge:R:1
C -2.19565 -0.37608 0.08229 3.07 1.41 6.00 0.12
C -1.07776 0.16659 0.72330 -1.63 -1.73 -2.45 -0.05
C 0.15535 0.66092 0.03492 -2.88 0.16 -1.99 -0.46
N 0.13629 0.81457 -1.34540 1.63 0.52 4.26 0.22
N 1.34020 -1.06932 0.35772 0.81 -1.81 -0.18 0.06
O 0.83918 1.45662 0.79031 1.37 1.14 0.45 0.13
H -2.96766 -0.76020 0.76532 0.24 0.25 -0.64 0.09
H -2.26420 -0.56019 -0.90246 -0.40 -0.21 -3.41 0.02
H -0.91004 0.12807 1.77917 -0.50 0.19 0.51 0.11
H 0.96555 1.28362 -1.64622 0.04 0.07 -1.23 0.12
H -0.42553 0.23612 -1.90297 -0.52 -0.66 -0.92 0.11
H 1.97152 -1.41755 1.14458 -1.35 0.69 -1.09 0.12
H 1.98822 -0.57157 -0.29705 -0.66 -1.65 0.30 0.08
H 0.81985 -1.94709 -0.03865 1.70 2.27 0.50 0.14
H 1.62468 1.95549 0.45512 -0.93 -0.63 -0.11 0.18
```
Forces are in eV/Å.

## Properties
Total charge: +1
Multiplicity: 1
Gap between HOMO and LUMO, Eh: 0.37471
Energy above the lowest of the compared OMol25 structures with the same formula, charge and spin, kcal per mole: 61.05
E_HOMO, eV: -14.38
Maximum force, hartree/bohr: 0.134
LUMO energy, eV: -4.19

=====

Please write out number 3 again, unchanged.
Entry from the OMol25 dataset: 2 unconnected molecules or ions with the total composition C3H9N2O at a distorted geometry (ωB97M-V/def2-TZVPD).

Geometry as XYZ:
```
15
Properties=species:S:1:pos:R:3:forces:R:3:mulliken_spin:R:1
C 2.44307 -0.58217 -1.94048 0.50 -0.16 -0.21 0.00
N 2.61343 -0.11773 -0.78023 -0.58 0.12 0.01 0.00
H 3.00178 -0.15417 -2.77450 0.04 -0.03 0.02 0.00
H 1.82677 -1.45443 -2.17989 -0.26 0.16 0.06 0.00
H 1.95234 -0.58143 -0.14667 0.53 0.04 0.03 0.00
C -1.11054 -0.60719 0.50286 -0.33 0.95 0.11 -0.01
O 0.11602 -1.13078 0.27748 -0.31 -0.47 0.12 0.86
C -1.10431 0.86933 0.90225 -0.07 0.06 -0.23 0.00
N -2.48115 1.34906 0.99727 0.07 -0.28 0.11 0.00
H -1.76147 -0.72923 -0.38254 0.14 -0.25 -0.09 0.06
H -1.64947 -1.18058 1.27674 0.19 -0.28 0.01 0.08
H -0.61769 0.98845 1.86993 0.02 -0.03 0.00 0.00
H -0.51575 1.41516 0.15590 0.15 -0.02 0.07 0.00
H -2.51126 2.27391 1.40192 -0.07 0.04 -0.08 0.00
H -2.90650 1.38254 0.07846 -0.03 0.15 0.06 0.00
```
Forces are in eV/Å.

## Properties
Total charge: 0
Multiplicity: 2
Gap between HOMO and LUMO (spin up / spin down), Eh: 0.39363 / 0.28568
Energy above the lowest of the compared OMol25 structures with the same formula, charge and spin, kcal per mole: 41.05
E_HOMO (spin up / spin down), eV: -9.74 / -9.69
Maximum force, hartree/bohr: 0.020
LUMO energy (spin up / spin down), eV: 0.97 / -1.91